#a
A cluster of 2 separate species, C3H8NO2S in total. Source: the Open Molecules 2025 dataset; level of theory: the ωB97M-V functional and the def2-TZVPD basis.

## Properties
- Lowest unoccupied orbital energy: 3.89 eV
- E_HOMO: -3.160 eV
- Molecular weight: 122.2 g mol⁻¹
- Net charge: -1

Geometry (Å):
C: -0.2514 -1.3477 -0.4859
C: 1.2219 -0.9043 -0.2602
S: 1.7912 0.2870 -1.5358
C: -1.1290 -0.8215 0.6205
N: -1.5301 0.4717 0.4547
O: -1.4439 -1.4792 1.5963
H: -0.3662 -2.4270 -0.4587
H: -0.5731 -0.9983 -1.4629
H: 1.8803 -1.7657 -0.2713
H: 1.2472 -0.3810 0.6947
H: -1.9887 0.9085 1.2373
H: -0.9113 1.1154 -0.0308
H: 0.7918 2.1185 -0.7508
H: 0.8868 2.5044 0.7198
O: 0.3745 2.7190 -0.0669

=====

#b
A cluster of 2 separate species, C3H8NO2S in total. Source: the Open Molecules 2025 dataset; level of theory: the ωB97M-V functional and the def2-TZVPD basis.

## Properties
- Lowest unoccupied orbital energy: 3.93 eV
- E_HOMO: -3.054 eV
- Molecular weight: 122.2 g mol⁻¹
- Net charge: -1

Geometry (Å):
C: 1.2947 0.1365 0.5492
C: 0.2415 1.2817 0.7033
S: -0.4292 1.8725 -0.9229
C: 0.7701 -1.2538 0.8602
N: -0.3139 -1.7883 0.2354
O: 1.4723 -2.0341 1.5123
H: 2.2011 0.4201 1.1486
H: 1.8005 0.1970 -0.4131
H: 0.8287 2.1602 1.0093
H: -0.5233 1.0710 1.4401
H: -0.4372 -2.7825 0.3484
H: -1.0457 -1.2840 -0.2763
H: -1.2442 0.1247 -1.7833
H: -2.6631 0.0676 -1.2330
O: -1.9503 -0.5062 -1.5272

=====

Q: Which of them is the least stable? A: #b.

=====

#a
An isolated molecule of C4H5NS. Source: the Open Molecules 2025 dataset; level of theory: the ωB97M-V functional and the def2-TZVPD basis.

## Properties
- Lowest unoccupied orbital energy: 0.91 eV
- E_HOMO: -8.323 eV
- Molecular weight: 99.2 g mol⁻¹
- Net charge: 0
- Structure (SMILES): C=NSC1=CC1

Geometry (Å):
C: -2.0947 -1.2284 -0.2182
C: -0.8746 -1.0085 0.0510
C: -1.6816 0.2362 0.1910
C: 2.7443 0.0283 -0.0357
N: 1.4924 -0.1624 -0.0881
S: 0.6835 -1.6333 -0.0522
H: -2.9219 -1.7718 -0.5762
H: -1.6246 0.8775 -0.6869
H: -1.8366 0.7588 1.0795
H: 2.9598 1.0034 -0.0740
H: 3.4345 -0.7067 -0.0403

=====

#b
An isolated molecule of C4H5NS. Source: the Open Molecules 2025 dataset; level of theory: the ωB97M-V functional and the def2-TZVPD basis.

## Properties
- Lowest unoccupied orbital energy: 0.11 eV
- E_HOMO: -8.409 eV
- Molecular weight: 99.2 g mol⁻¹
- Net charge: 0

Geometry (Å):
C: -1.5553 0.5577 0.5225
C: 0.4992 -0.4985 -0.2676
C: 0.5370 0.9304 -2.6253
C: 1.0095 -0.0722 -1.6986
N: -0.8621 -0.0516 -0.3282
S: -0.2159 -0.4563 -3.0896
H: -2.4401 1.0173 0.2443
H: 0.5267 -1.5098 -0.2439
H: 0.9772 0.1035 0.4546
H: -1.2295 0.6339 1.5643
H: 1.9558 -0.4926 -1.7543

=====

Q: Which of them is the least stable? A: #b.